The following is a DFT calculation (ωB97M-V with the def2-TZVPD basis set) of C60H70FeN4O3P3SiTe as an isolated structure.

Geometry as XYZ:
```
143
C60H70FeN4O3P3SiTe | the OMol25 dataset | ωB97M-V with the def2-TZVPD basis set
Fe 0.336 1.376 0.723
C -1.285 1.769 -1.839
N -1.228 2.376 -0.511
C -2.604 2.492 -0.004
C -0.684 3.727 -0.484
C -0.804 4.626 -1.522
C -0.324 5.929 -1.380
C 0.281 6.297 -0.189
C 0.389 5.401 0.869
C -0.118 4.102 0.755
N -0.130 3.069 1.650
C -0.151 3.129 3.014
C -0.075 4.255 3.851
C -0.099 4.121 5.233
C -0.229 2.883 5.835
C -0.442 1.772 5.021
C -0.443 1.898 3.649
N -0.939 0.850 2.769
C -2.396 1.034 2.672
C -0.713 -0.489 3.280
H -0.314 1.830 -2.326
H -2.040 2.243 -2.482
H -1.568 0.720 -1.721
H -2.583 2.993 0.957
H -3.046 1.503 0.101
H -3.214 3.085 -0.699
H -1.256 4.321 -2.457
H -0.410 6.631 -2.199
H 0.699 7.291 -0.081
H 0.940 5.679 1.753
H 0.015 5.239 3.424
H 0.014 5.008 5.846
H -0.187 2.777 6.911
H -0.637 0.807 5.472
H -2.878 0.724 3.610
H -2.791 0.437 1.849
H -2.624 2.081 2.510
H -1.283 -0.686 4.200
H 0.343 -0.648 3.467
H -1.077 -1.190 2.532
C -0.718 -2.814 -0.163
N -1.370 -3.113 -1.418
C -2.257 -2.152 -2.037
P -3.210 -1.150 -0.813
C -4.362 -0.288 -1.963
C -5.494 0.328 -1.428
C -6.349 1.074 -2.222
C -6.080 1.238 -3.575
C -4.953 0.644 -4.118
C -4.101 -0.112 -3.321
C -4.306 -2.401 -0.041
C -4.982 -2.038 1.126
C -5.742 -2.961 1.827
C -5.812 -4.277 1.392
C -5.131 -4.657 0.246
C -4.385 -3.726 -0.466
C -1.354 -4.415 -1.917
C -1.141 -5.531 -1.096
C -1.142 -6.811 -1.630
C -1.360 -7.025 -2.983
C -1.558 -5.924 -3.804
C -1.546 -4.640 -3.287
P 0.489 -1.320 -0.182
C 1.853 -2.201 0.720
C 3.165 -2.157 0.257
C 4.186 -2.810 0.931
C 3.918 -3.528 2.085
C 2.612 -3.608 2.544
C 1.593 -2.958 1.865
C 1.022 -1.583 -1.921
C 1.495 -2.820 -2.372
C 1.754 -3.030 -3.713
C 1.532 -2.007 -4.633
C 1.068 -0.779 -4.198
C 0.827 -0.566 -2.843
H -0.062 -3.649 0.056
H -1.429 -2.718 0.667
H -2.959 -2.675 -2.686
H -1.701 -1.432 -2.651
H -5.716 0.232 -0.371
H -7.219 1.541 -1.779
H -6.739 1.831 -4.195
H -4.727 0.766 -5.170
H -3.227 -0.551 -3.783
H -4.892 -1.029 1.514
H -6.261 -2.655 2.726
H -6.384 -5.006 1.953
H -5.172 -5.681 -0.102
H -3.880 -4.051 -1.364
H -0.995 -5.409 -0.032
H -0.982 -7.653 -0.967
H -1.371 -8.028 -3.389
H -1.702 -6.061 -4.869
H -1.639 -3.796 -3.958
H 3.402 -1.604 -0.642
H 5.198 -2.742 0.552
H 4.719 -4.019 2.624
H 2.381 -4.173 3.438
H 0.586 -3.065 2.240
H 1.647 -3.631 -1.669
H 2.115 -3.995 -4.046
H 1.741 -2.169 -5.684
H 0.917 0.032 -4.900
H 0.500 0.409 -2.496
C 3.489 0.840 -0.977
Si 2.101 2.138 -0.776
C 3.016 3.594 0.037
C 2.066 2.784 -2.614
C 2.468 2.001 -3.704
C 2.489 2.488 -5.007
C 2.115 3.797 -5.270
C 1.744 4.613 -4.209
C 1.730 4.112 -2.914
H 4.399 1.338 -1.327
H 3.243 0.064 -1.707
H 3.698 0.354 -0.024
H 4.052 3.620 -0.318
H 3.027 3.500 1.126
H 2.557 4.556 -0.202
H 2.787 0.981 -3.539
H 2.809 1.841 -5.818
H 2.133 4.183 -6.282
H 1.475 5.648 -4.387
H 1.466 4.783 -2.107
C 6.145 1.374 1.379
C 5.620 0.416 2.425
O 4.248 0.097 2.189
P 2.973 0.781 2.910
O 1.873 0.768 1.894
Te 3.579 2.730 4.079
O 2.534 -0.398 3.932
C 3.364 -0.788 5.017
C 2.496 -1.463 6.055
H 7.192 1.607 1.587
H 5.571 2.301 1.404
H 6.068 0.943 0.380
H 5.737 0.840 3.424
H 6.152 -0.539 2.386
H 3.861 0.091 5.439
H 4.132 -1.473 4.640
H 1.699 -0.786 6.366
H 3.092 -1.723 6.932
H 2.044 -2.373 5.658
```

Net charge: -1
LUMO energy (spin up / spin down): 2.062 / 2.062 eV
Highest occupied orbital energy (spin up / spin down): -3.7664 / -3.7708 eV
Multiplicity: 1
Gap between HOMO and LUMO (spin up / spin down): 5.828 / 5.833 eV

Atomic partial charges in e from the Mulliken method, atoms 1 to 99:
1. Fe 0.3743
2. C 0.0093
3. N 1.9110
4. C -0.9079
5. C 0.0069
6. C -0.2147
7. C -1.0737
8. C -0.9563
9. C -0.6122
10. C -0.7684
11. N 2.2881
12. C -0.4568
13. C -0.8666
14. C -0.7412
15. C -1.1450
16. C -0.4531
17. C 0.2788
18. N 1.5582
19. C -1.3207
20. C -0.1503
21. H -0.4834
22. H 0.5483
23. H -0.7740
24. H 0.3554
25. H -0.5533
26. H 0.4794
27. H 0.3271
28. H 0.3706
29. H 0.3069
30. H 0.4032
31. H 0.3721
32. H 0.3584
33. H 0.3913
34. H 0.3308
35. H 0.4870
36. H -0.0696
37. H 0.3445
38. H 0.5096
39. H -0.3598
40. H -0.3295
41. C -2.9039
42. N 2.1782
43. C -2.6810
44. P 0.9681
45. C 1.0373
46. C -0.5881
47. C -0.7172
48. C -0.5872
49. C -0.7501
50. C -0.3152
51. C 1.4259
52. C -0.5518
53. C -0.7438
54. C -0.5738
55. C -0.7225
56. C -0.7065
57. C 0.3548
58. C -0.4728
59. C -0.8511
60. C -0.5869
61. C -0.8455
62. C -0.2788
63. P 0.8650
64. C 1.2736
65. C -0.9917
66. C -0.6856
67. C -0.8879
68. C -0.9698
69. C -0.1010
70. C 0.4839
71. C -0.5214
72. C -0.9819
73. C -1.0883
74. C -0.7594
75. C 0.7275
76. H 1.2449
77. H 0.2155
78. H 1.3771
79. H 0.0213
80. H 0.2924
81. H 0.4014
82. H 0.3862
83. H 0.4031
84. H 0.2707
85. H 0.1772
86. H 0.4184
87. H 0.3803
88. H 0.4312
89. H 0.3654
90. H 0.5212
91. H 0.4274
92. H 0.4015
93. H 0.4218
94. H 0.4048
95. H 0.1490
96. H 0.4470
97. H 0.3793
98. H 0.4533
99. H 0.2084